[1]
A 2-piece molecular cluster, C5H14NS overall. Source: OMol25; level of theory: ωB97M-V with the def2-TZVPD basis set.

Positions of all 21 atoms, in Å:
C 2.673534 -1.244037 -1.339610
C 1.784542 -0.194653 -0.663385
C 2.270553 0.150047 0.876032
C 1.589234 1.457904 1.302351
S -3.607124 -0.368366 0.158546
C -5.263953 0.378588 0.144513
N 0.446869 -0.376527 -0.735196
H 2.242858 -1.686340 -2.234512
H 3.657627 -0.770813 -1.482005
H 3.023045 -2.048256 -0.674883
H 2.031820 0.797904 -1.063193
H 3.351464 0.254111 0.951277
H 2.009846 -0.709371 1.503050
H 2.103485 2.305912 0.832825
H 1.552528 1.643904 2.377917
H -5.868197 0.175241 1.026777
H -5.160507 1.459375 0.020698
H -5.668453 0.050313 -0.816664
H 0.583682 1.535365 0.880271
H -3.951653 -1.451173 -0.542630
H 0.198792 -1.359131 -0.522172

Force components x, y, z for each atom (eV/Å):
C 1.38 -1.07 1.37
C -0.13 0.28 -2.31
C -0.99 0.47 2.44
C -0.15 0.49 -1.01
S 0.09 0.07 0.23
C 0.24 0.51 -0.86
N 1.06 0.15 1.52
H 0.09 0.34 -0.03
H -0.54 0.31 -0.64
H -0.75 -0.11 0.03
H -0.29 0.23 -0.03
H 0.12 -0.23 -1.09
H -0.24 0.06 -0.34
H 0.16 -0.16 0.26
H 0.18 -0.40 -0.08
H 0.06 -0.29 -0.26
H 0.16 -0.11 0.28
H -0.54 -0.07 0.54
H -0.03 -0.21 0.49
H 0.07 -0.12 0.05
H 0.06 -0.12 -0.55

Calculated values
* total energy: -651.40774 Ha
* HOMO: -11.66 eV
* HOMO-LUMO gap: 3.04 eV
* maximum force: 2.68 eV/Å
* charge: +1
* ΔE to the lowest compared entry with this formula, charge and spin: 537.67 kJ/mol
* LUMO energy: -8.611 eV


[2]
A 7-piece molecular cluster, C24H42N12O10 overall. Source: OMol25; level of theory: ωB97M-V with the def2-TZVPD basis set.

Positions of all 88 atoms, in Å:
C 2.985939 0.098184 -0.022888
C 1.635893 0.822396 0.063287
C 0.378804 0.000388 -0.254146
C -0.787104 0.494428 0.638895
C -0.931221 -0.287113 1.922994
C 0.042361 -0.314790 2.925602
C -0.129643 -1.064746 4.084577
C -1.294497 -1.799610 4.287810
C -2.280601 -1.756066 3.307470
C -2.100188 -1.010815 2.145089
O 0.637552 -1.386088 -0.032858
C -0.146943 -2.279826 -0.692390
O -1.328894 -2.248636 -0.739937
O -0.086646 0.251243 -1.582528
C 0.820150 0.137316 -2.604726
O 1.268024 1.112004 -3.113949
C 1.087468 -1.224400 -3.139402
C 2.267665 -1.924270 -2.928626
C 2.451669 -3.187697 -3.478773
C 1.442313 -3.764694 -4.246266
C 0.269280 -3.058546 -4.473135
C 0.086526 -1.801144 -3.918459
H 3.669336 0.589168 0.668213
H 3.421639 0.230704 -1.008864
H 2.931197 -0.941618 0.274763
H 1.653165 1.713169 -0.553329
H 1.515241 1.180114 1.077025
H -1.716714 0.318336 0.105180
H -0.683238 1.551971 0.860025
H 0.958576 0.248710 2.844587
H 0.643584 -1.084526 4.838251
H -1.433258 -2.396289 5.174240
H -3.188760 -2.317216 3.473971
H -2.883938 -0.985003 1.401768
H 0.423044 -3.084622 -1.163326
H 3.072064 -1.502468 -2.345263
H 3.381875 -3.705017 -3.298369
H 1.616920 -4.741728 -4.669609
H -0.500564 -3.496948 -5.083399
H -0.833881 -1.267359 -4.099677
N -4.267782 3.502257 -0.868452
C -3.635000 2.309685 -1.060824
N -2.376514 2.399224 -1.585518
O -4.143997 1.235387 -0.774525
H -3.864941 4.396523 -1.091323
H -5.190438 3.474245 -0.479080
H -1.876939 1.539156 -1.726894
H -1.930090 3.265162 -1.818972
N -2.701467 1.917382 3.780027
C -1.918106 3.018662 3.623147
N -2.131686 4.021538 4.538248
O -1.079571 3.124235 2.742931
H -3.387371 1.829797 4.504765
H -2.573279 1.150789 3.138206
H -1.561531 4.841432 4.458987
H -2.806106 3.963283 5.276619
N -2.168654 -1.419257 -8.801034
C -1.834577 -1.178962 -7.496339
N -2.187063 0.053619 -7.022572
O -1.261965 -2.005510 -6.807801
H -2.637914 -0.754937 -9.385445
H -1.922268 -2.314414 -9.178563
H -1.953926 0.265011 -6.070612
H -2.657102 0.745998 -7.572742
N -3.099389 8.207270 0.156233
C -3.707591 6.991164 0.285935
N -3.631503 6.423261 1.523263
O -4.277664 6.446208 -0.647050
H -2.624025 8.672272 0.905168
H -3.139088 8.645561 -0.744489
H -4.054420 5.520879 1.642748
H -3.163334 6.847680 2.300062
N 3.030853 -2.510307 8.061071
C 2.609763 -1.475309 7.270341
N 3.490733 -1.091784 6.294600
O 1.530930 -0.934554 7.422282
H 3.914707 -2.968613 7.952790
H 2.407860 -2.814580 8.784970
H 3.212859 -0.334035 5.699582
H 4.383451 -1.522557 6.151311
N 6.997477 -5.180717 -1.414726
C 5.713713 -4.839810 -1.740037
N 4.832368 -4.809026 -0.694115
O 5.377686 -4.580706 -2.881720
H 7.295327 -5.397969 -0.483577
H 7.665491 -5.211210 -2.161571
H 3.881978 -4.562011 -0.901036
H 5.085909 -5.018312 0.251900

Force components x, y, z for each atom (eV/Å):
C 0.00 0.71 0.06
C 0.49 -0.75 0.40
C -1.01 1.03 0.95
C -0.18 -0.84 0.06
C 0.23 -0.01 0.39
C -0.12 -0.20 0.28
C -0.16 -0.10 -0.09
C 0.03 0.31 -0.63
C 0.18 0.00 0.30
C -0.05 -0.11 0.13
O 0.65 0.08 -0.97
C -0.03 -0.52 0.27
O -0.80 0.32 -0.07
O 0.20 -0.36 0.04
C 0.22 -0.32 -0.23
O 0.32 0.91 -0.22
C -0.37 -0.57 -0.09
C 0.29 -0.03 -0.07
C -0.32 0.17 0.06
C 0.32 0.42 0.30
C 0.11 -0.31 0.05
C 0.12 -0.10 0.10
H 0.12 0.05 0.03
H 0.07 -0.36 -0.16
H -0.07 -0.16 -0.18
H -0.21 0.09 -0.22
H -0.08 0.05 0.21
H -0.05 0.20 -0.23
H 0.04 0.19 -0.13
H 0.07 0.14 -0.19
H 0.07 0.09 0.11
H 0.02 -0.02 0.17
H -0.15 0.00 -0.17
H -0.04 -0.05 -0.15
H 0.41 -0.05 0.22
H -0.01 0.14 0.08
H 0.10 -0.07 -0.09
H -0.18 -0.11 -0.10
H -0.16 0.10 -0.11
H -0.11 0.00 0.00
N 0.10 -0.09 0.01
C 0.06 0.13 0.08
N -0.05 -0.14 -0.16
O 0.01 -0.05 0.04
H -0.17 0.08 0.06
H -0.03 0.02 -0.05
H 0.10 0.05 0.00
H -0.03 0.04 0.04
N -0.01 0.07 -0.14
C -0.02 -0.15 0.08
N -0.09 0.15 -0.06
O 0.01 0.06 -0.01
H 0.03 0.01 0.03
H 0.04 0.00 0.08
H 0.06 -0.04 0.03
H 0.02 -0.05 0.03
N 0.00 -0.04 -0.04
C -0.01 0.05 -0.01
N 0.02 -0.02 0.03
O -0.12 0.05 -0.09
H 0.00 0.02 0.02
H 0.01 -0.01 0.01
H 0.00 0.01 0.00
H -0.01 -0.01 -0.01
N -0.03 0.03 -0.05
C 0.09 -0.02 0.14
N -0.13 0.01 -0.02
O 0.04 0.03 -0.10
H 0.00 -0.02 0.02
H -0.01 -0.01 -0.01
H 0.08 -0.05 -0.01
H 0.05 -0.01 -0.02
N -0.01 -0.01 0.02
C 0.06 -0.01 -0.01
N -0.01 0.02 -0.03
O -0.04 -0.01 -0.02
H 0.01 0.01 -0.02
H -0.01 0.01 0.00
H -0.01 0.01 0.01
H 0.00 -0.02 0.01
N 0.03 0.00 -0.02
C -0.02 -0.01 0.07
N -0.03 0.02 -0.01
O 0.08 -0.03 0.00
H -0.02 0.00 0.01
H -0.01 0.00 -0.01
H 0.00 0.00 0.00
H 0.02 -0.01 0.00

Calculated values
* total energy: -2349.45174 Ha
* HOMO: -8.68 eV
* HOMO-LUMO gap: 9.13 eV
* maximum force: 1.73 eV/Å
* charge: 0
* LUMO energy: 0.444 eV
* SMILES: CC[C@](Cc1ccccc1)(OC=O)OC(=O)c1ccccc1.NC(N)=O.NC(N)=O.NC(N)=O.NC(N)=O.NC(N)=O.NC(N)=O


[3]
A 8-piece molecular cluster, C42H107N7O15 overall. Source: OMol25; level of theory: ωB97M-V with the def2-TZVPD basis set.

Positions of all 171 atoms, in Å:
C 3.013296 -2.404111 -4.226361
O 4.128666 -3.292311 -3.850341
C 4.724726 -2.823491 -2.698161
C 5.881166 -3.584671 -2.128881
N 7.230006 -3.316721 -2.774711
C 8.249296 -4.347211 -2.410891
C 9.520516 -3.370881 -2.354781
O 9.303186 -2.095011 -1.669741
C 9.858466 -2.090611 -0.356221
H 3.464356 -1.420181 -4.354921
H 2.223706 -2.459831 -3.477001
H 2.655026 -2.721861 -5.205531
H 4.050706 -2.714321 -1.848521
H 4.924536 -1.753431 -2.754321
H 5.721336 -4.661171 -2.068111
H 6.026386 -3.322811 -1.080821
H 7.574866 -2.441741 -2.406501
H 8.318996 -5.127121 -3.169171
H 7.969056 -4.837091 -1.478381
H 9.733816 -2.978151 -3.348941
H 10.414766 -3.900951 -2.027011
H 10.922756 -1.867041 -0.429671
H 9.657126 -2.993991 0.219519
H 9.463036 -1.333611 0.321049
C 1.029726 -1.948881 4.743329
O 1.418066 -0.905571 3.776999
C 0.789046 0.404129 3.985059
C 1.877276 1.435379 4.329479
N 2.703336 0.962809 5.395199
C 3.968426 1.672689 5.403519
C 5.059666 1.003269 6.157239
O 5.559406 -0.140931 5.442369
C 5.228946 -1.466231 5.880779
H -0.053604 -2.007741 4.848349
H 1.384586 -1.699131 5.743239
H 1.588706 -2.847111 4.481019
H 0.051776 0.298649 4.780929
H 0.235536 0.668829 3.084139
H 1.234206 2.190509 4.781509
H 2.401916 1.813279 3.451959
H 2.761496 0.001839 5.089849
H 3.648626 2.634879 5.803519
H 4.351056 1.883909 4.404979
H 4.773386 0.703909 7.165459
H 5.940296 1.638239 6.254199
H 5.701786 -2.274911 5.323509
H 4.157796 -1.501781 5.682119
H 5.369386 -1.618741 6.950879
C -4.899604 7.886439 0.882999
O -4.595534 7.544099 2.263659
C -4.232074 6.176739 2.506519
C -5.433144 5.179299 2.489989
N -6.435944 5.488469 3.448469
C -7.548014 4.634699 3.423199
C -8.541104 4.960259 2.226409
O -8.982134 6.269469 2.426289
C -9.594134 6.747219 1.213329
H -5.325484 8.883099 0.767229
H -5.600304 7.303249 0.285489
H -3.915714 7.780119 0.426109
H -3.911654 6.415039 3.520739
H -3.369624 5.938359 1.884059
H -5.030534 4.215899 2.802829
H -5.798244 4.992599 1.480069
H -6.726624 6.448259 3.328389
H -8.132824 4.771119 4.332869
H -7.407984 3.558509 3.524799
H -9.332414 4.211119 2.253219
H -7.935194 4.834139 1.329149
H -8.991464 6.727849 0.305299
H -9.949104 7.776579 1.163279
H -10.479154 6.127349 1.069749
C 0.327456 -4.095851 -1.611251
O 0.070126 -2.741571 -1.735981
C 0.735656 -1.824641 -0.868341
C 0.603846 -0.374561 -1.384771
N 1.320676 0.453049 -0.461011
C 0.933356 1.871219 -0.580091
C 1.381836 2.756749 0.705259
O 0.471056 2.683039 1.769729
C -0.750174 3.358089 1.588939
H 1.378766 -4.322821 -1.788301
H -0.195684 -4.464031 -2.493781
H -0.117094 -4.534881 -0.718091
H 1.779976 -2.129041 -0.937841
H 0.412516 -1.884911 0.170919
H -0.447394 -0.089931 -1.429291
H 0.950066 -0.293701 -2.415161
H 1.206726 0.107329 0.481109
H -0.109154 2.042979 -0.847971
H 1.503546 2.247239 -1.429561
H 1.467996 3.806749 0.425669
H 2.327456 2.475099 1.168489
H -0.796884 4.434769 1.752299
H -1.410114 2.854239 2.295139
H -1.153864 3.001129 0.641459
C -4.283064 -2.602151 0.426289
O -4.867694 -2.085291 -0.737661
C -5.064954 -3.113841 -1.685541
C -6.383974 -2.874501 -2.413231
N -6.332454 -1.692861 -3.280441
C -5.301394 -1.842001 -4.305761
C -4.819144 -0.424261 -4.794411
O -3.973624 0.200379 -3.860431
C -2.780984 -0.460941 -3.704461
H -4.877004 -3.393851 0.882969
H -4.339794 -1.715971 1.058399
H -3.221614 -2.819851 0.307849
H -5.139794 -4.125531 -1.286821
H -4.180084 -3.091201 -2.321631
H -7.197434 -2.896611 -1.688051
H -6.636924 -3.615901 -3.171151
H -5.895514 -1.037851 -2.647861
H -5.898674 -2.325581 -5.078741
H -4.480594 -2.543971 -4.158751
H -5.584684 0.344509 -4.899521
H -4.330534 -0.567701 -5.758151
H -2.787474 -1.166281 -2.873471
H -1.930584 0.117229 -3.343021
H -2.522174 -0.961821 -4.637321
C -1.376044 5.737979 -4.662151
O -2.554734 5.020209 -4.755141
C -3.598924 5.216729 -3.825251
C -3.461014 4.998189 -2.334031
N -3.396054 3.599509 -1.936641
C -4.497054 2.776459 -2.034101
C -4.373864 1.753029 -0.973031
O -4.496794 2.365029 0.372389
C -4.658954 1.423209 1.352049
H -1.040154 5.994179 -3.657341
H -1.340204 6.626269 -5.292831
H -0.639784 5.021029 -5.025461
H -4.452934 4.683839 -4.243331
H -3.959104 6.245489 -3.821161
H -4.298404 5.466739 -1.816971
H -2.637084 5.682739 -2.132461
H -3.322454 3.569109 -0.929791
H -4.658514 2.426899 -3.053821
H -5.375754 3.317669 -1.683251
H -3.350854 1.394539 -1.087171
H -4.972604 0.856709 -1.134941
H -5.014434 1.816359 2.304499
H -3.774234 0.787359 1.384799
H -5.410434 0.677279 1.093279
C 6.644856 -7.252601 -1.494901
O 5.570236 -6.565141 -0.842331
C 5.113916 -7.212881 0.313259
C 4.036146 -6.439261 1.140419
N 4.707976 -5.266311 1.705079
C 3.905016 -4.362611 2.548219
C 3.042946 -3.492381 1.522509
O 3.802396 -2.615891 0.656199
C 4.220746 -1.411651 1.344679
H 7.670696 -7.235221 -1.126881
H 6.791646 -6.878971 -2.508301
H 6.569916 -8.331571 -1.630141
H 5.935306 -7.373791 1.011489
H 4.862266 -8.242331 0.058289
H 3.763256 -7.132051 1.936459
H 3.101476 -6.233071 0.618909
H 5.018406 -4.699171 0.929139
H 4.403956 -3.679971 3.236099
H 3.267846 -4.990211 3.171299
H 2.370076 -2.789261 2.013379
H 2.353336 -4.063711 0.901129
H 4.748366 -0.705281 0.703769
H 4.960196 -1.754531 2.068389
H 3.402066 -0.813441 1.744689
O 0.755196 -0.983431 -5.825981
H 0.907196 -0.159131 -5.363751
H 1.631836 -1.325501 -6.001221

Force components x, y, z for each atom (eV/Å):
C 1.89 -1.24 0.09
O -1.41 0.20 -1.06
C -0.14 1.17 1.78
C 2.20 -0.18 -0.57
N -1.60 -1.60 -0.19
C -0.07 3.43 -0.02
C -0.16 -0.32 -0.44
O 0.16 -1.39 0.98
C 0.12 0.17 0.30
H -0.37 0.39 0.27
H -0.07 0.27 -0.04
H 0.02 -0.39 0.25
H -0.95 -0.80 0.17
H 0.92 0.41 -0.71
H -0.27 0.06 -0.53
H -0.54 0.34 0.35
H -0.29 0.03 0.02
H 0.36 0.19 -0.19
H 0.43 0.09 0.45
H -0.23 -0.66 -0.32
H 0.09 0.25 0.43
H 0.22 -0.38 0.11
H 0.24 -0.48 -0.39
H -0.50 0.51 -0.68
C 0.81 1.68 -0.30
O -0.73 -0.57 0.74
C 0.86 -1.33 -0.12
C -2.68 0.56 0.53
N 0.22 -1.34 -0.59
C -0.81 0.43 -0.05
C 0.86 -1.14 0.54
O 0.99 -0.53 -0.39
C -1.61 1.35 0.08
H -0.03 -0.51 -0.50
H 0.15 0.35 0.18
H -0.60 -0.11 -0.39
H 0.14 0.15 0.30
H 0.27 0.11 -0.08
H 0.22 1.04 -0.57
H 0.05 -0.05 -0.11
H 1.12 -0.56 0.47
H 0.78 0.35 0.37
H 0.04 -0.12 -0.42
H -0.26 0.00 0.13
H -0.17 0.33 0.00
H 0.42 0.58 -0.20
H -0.30 -0.84 0.22
H 0.28 0.09 0.11
C 1.11 -0.35 0.42
O -1.93 0.47 -1.65
C -1.15 1.34 0.78
C 2.02 -0.32 -0.20
N 1.05 0.94 0.45
C -3.14 -0.02 -0.18
C 1.80 -1.26 1.72
O -0.17 1.24 -1.40
C -0.81 -0.32 -0.05
H 0.55 0.24 0.66
H -0.19 -0.93 0.63
H -0.09 0.46 -0.78
H 0.31 -1.37 0.33
H -0.12 -0.56 -0.21
H 0.36 -0.22 -0.14
H -0.06 0.30 -0.44
H -0.22 0.14 0.17
H -0.19 0.55 0.18
H 0.95 -0.09 -0.69
H -0.41 0.10 -0.25
H -0.31 0.21 -0.48
H 0.64 -0.72 0.17
H 0.17 0.17 1.29
H -0.12 -0.07 -0.41
C -0.34 -0.07 -1.08
O -0.86 2.04 0.31
C 0.62 -0.49 -1.48
C -0.53 -1.39 0.40
N 0.06 1.23 0.17
C 2.05 0.58 1.33
C -0.91 -0.49 -1.24
O 0.17 0.14 0.72
C -0.81 -1.90 -0.03
H 0.32 -0.16 0.55
H -0.06 -0.66 0.17
H 0.31 -0.14 0.26
H 0.42 0.34 0.52
H -0.29 -0.14 0.18
H -0.50 -0.09 0.06
H 0.44 -0.02 0.00
H -0.21 0.10 0.19
H -0.34 -0.13 0.33
H 0.04 0.28 -0.10
H 0.11 0.11 -0.45
H 0.16 -0.41 -0.58
H 0.51 0.07 -0.23
H -0.19 0.42 0.36
H -0.25 0.84 -0.41
C -0.06 1.87 0.73
O -0.56 -0.95 -0.22
C -0.41 -0.32 -0.84
C 0.38 -0.36 -1.45
N 1.11 0.87 2.03
C -1.66 0.92 -1.76
C -0.38 -0.98 0.50
O -0.26 0.84 0.25
C 1.51 -1.16 0.66
H 0.19 -0.26 -0.12
H 0.24 -0.27 0.69
H 0.03 -0.53 -0.16
H 0.22 0.01 0.71
H -0.12 -0.27 -0.36
H -0.06 0.55 -0.04
H 0.29 -1.02 0.50
H -0.35 1.04 0.23
H 0.41 0.12 -0.87
H 0.28 0.34 0.53
H -0.62 -0.68 -0.22
H 0.29 0.13 -0.14
H -0.56 -0.79 -0.08
H -0.24 1.07 -0.62
H 0.42 -0.16 0.07
C 1.16 -0.42 0.04
O -1.06 -0.73 0.71
C -1.69 0.90 -0.51
C -0.12 -0.66 -0.87
N 3.78 1.72 1.35
C -3.17 0.22 -0.67
C 1.18 -1.26 0.70
O -0.50 0.73 -2.49
C -0.32 -1.94 0.15
H -0.32 0.11 0.26
H -0.27 0.18 -0.03
H 0.39 0.31 -0.17
H 0.13 -0.41 0.02
H 0.20 0.63 -0.56
H -0.57 0.33 -0.29
H 0.74 -0.88 1.01
H 1.22 0.78 0.33
H -0.11 -0.53 0.28
H -0.96 0.44 -0.47
H 0.40 -0.33 0.44
H -0.63 0.27 0.41
H 0.65 0.43 -0.04
H 0.54 0.13 0.83
H -0.60 -0.01 -0.32
C 0.34 -0.32 -0.93
O 1.04 -0.16 -0.64
C -0.09 -0.50 0.97
C 1.14 -0.38 -0.24
N 0.51 0.39 0.65
C -1.63 0.05 -2.46
C -0.31 1.32 1.11
O 0.12 0.03 0.20
C 0.54 -0.82 -0.28
H -0.06 0.93 1.26
H -0.64 0.37 0.02
H -1.18 -0.28 0.24
H 0.34 0.37 0.22
H -0.87 -0.10 -0.15
H 0.06 0.01 0.25
H 0.00 0.14 -0.51
H 0.37 0.02 -0.22
H 0.74 -0.26 -0.30
H -0.35 0.13 -0.02
H -0.22 -0.15 0.76
H 0.56 -0.47 -0.23
H -0.01 -0.53 -0.66
H -0.21 0.54 0.60
H -0.26 -0.50 0.44
O -0.30 -0.05 -0.08
H -0.01 0.25 0.11
H 0.15 -0.03 -0.11

Calculated values
* total energy: -3175.74201 Ha
* HOMO: -8.19 eV
* HOMO-LUMO gap: 8.56 eV
* maximum force: 4.37 eV/Å
* charge: 0
* ΔE to the lowest compared entry with this formula, charge and spin: 566.72 kJ/mol
* LUMO energy: 0.365 eV
* SMILES: COCCNCCOC.COCCNCCOC.COCCNCCOC.COCCNCCOC.COCCNCCOC.COCCNCCOC.COCCNCCOC.O